1.
DFT (wB97M-V/def2-TZVPD) results for a 7-piece molecular cluster, H14O7 overall.

Geometry (Å):
O (2.8051, 9.9362, 17.8458)
H (3.3997, 10.6374, 18.1122)
H (3.0437, 9.7514, 16.9374)
O (1.4115, 10.5987, 13.6887)
H (1.9865, 9.9566, 14.1049)
H (1.9665, 11.3671, 13.5554)
O (-0.3807, 8.4538, 13.1043)
H (0.0156, 7.8469, 13.7296)
H (-0.3572, 7.9870, 12.2690)
O (-1.1580, 5.2119, 16.5190)
H (-1.7073, 4.7277, 17.1354)
H (-0.2671, 5.0967, 16.8497)
O (3.4081, 5.8304, 15.0197)
H (3.7364, 5.2200, 14.3595)
H (3.8179, 6.6666, 14.7984)
O (1.6197, 4.7798, 16.8547)
H (2.2037, 5.1102, 16.1721)
H (1.1936, 4.0196, 16.4587)
O (1.1511, 7.4178, 15.0807)
H (1.5119, 8.0869, 15.6624)
H (1.6206, 6.6173, 15.3154)

Output
E_HOMO, eV: -10.08
LUMO level, eV: -0.282
Total charge: 0
F_max, eV/A: 0.66


2.
DFT (wB97M-V/def2-TZVPD) results for one molecule with the formula C5H8N2.

Geometry (Å):
C (-1.0766, 1.1814, -0.5381)
N (-0.3797, -0.1016, -0.7062)
C (-1.1068, -1.1382, -0.0769)
C (-0.3716, -1.6576, 0.9310)
C (0.9088, -0.9826, 0.9387)
C (0.8803, -0.0901, -0.0883)
N (1.8715, 0.7364, -0.6085)
H (-0.5551, 2.0056, -1.0336)
H (-2.0858, 1.1179, -0.9490)
H (-1.1508, 1.4097, 0.5351)
H (-2.0933, -1.3863, -0.4519)
H (-0.6733, -2.4618, 1.5910)
H (1.7397, -1.1629, 1.6095)
H (1.5438, 1.4734, -1.2191)
H (2.5491, 1.0569, 0.0664)

Output
E_HOMO, eV: -7.46
LUMO level, eV: 1.019
Total charge: 0
F_max, eV/A: 0.37


3.
DFT (wB97M-V/def2-TZVPD) results for a 8-piece molecular cluster, C24H66N2O12 overall at a distorted geometry.

Geometry (Å):
C (-13.0224, -1.5072, -18.0907)
O (-12.7491, -2.9378, -18.0341)
C (-13.1801, -3.4637, -16.7868)
C (-14.6433, -3.8986, -16.8856)
N (-14.8590, -4.9105, -15.8857)
C (-15.5192, -4.3532, -14.7148)
C (-16.0116, -5.3415, -13.6616)
O (-16.7165, -5.0016, -12.7136)
C (-17.0824, -5.9431, -11.7622)
H (-14.0889, -1.3240, -17.9894)
H (-12.7420, -1.1286, -18.9847)
H (-12.6891, -0.8458, -17.3182)
H (-12.9686, -2.8297, -16.0204)
H (-12.6855, -4.3675, -16.5563)
H (-14.8218, -4.2778, -17.9263)
H (-15.4062, -3.0596, -16.8403)
H (-15.3515, -5.6896, -16.2844)
H (-16.4943, -3.8666, -15.0943)
H (-14.8298, -3.5973, -14.2771)
H (-15.1054, -5.8949, -13.3378)
H (-16.7064, -6.0331, -14.1654)
H (-17.7102, -6.7432, -12.1079)
H (-17.4266, -5.3358, -10.9806)
H (-16.3172, -6.5268, -11.3147)
C (-21.9770, -3.2167, -13.2595)
O (-20.5641, -3.3120, -13.0965)
C (-19.8565, -2.2257, -12.5209)
C (-18.4719, -2.7139, -12.1657)
N (-17.5853, -1.5832, -11.7098)
C (-16.2861, -1.9506, -11.1753)
C (-15.4293, -0.7254, -10.8443)
O (-14.1855, -0.7660, -10.7032)
C (-13.9038, -1.1952, -9.3218)
H (-22.2797, -2.9455, -14.3230)
H (-22.3374, -2.4299, -12.6190)
H (-22.4682, -4.1837, -12.9493)
H (-20.2949, -1.9245, -11.5631)
H (-19.7593, -1.3407, -13.1580)
H (-17.9345, -2.9070, -13.0229)
H (-18.3526, -3.5888, -11.4742)
H (-17.5872, -0.7627, -12.3820)
H (-15.7914, -2.5549, -11.8540)
H (-16.3027, -2.5427, -10.2973)
H (-15.8207, -0.2348, -9.9235)
H (-15.5070, -0.0549, -11.6649)
H (-14.3111, -2.0967, -8.9428)
H (-14.1584, -0.4088, -8.5611)
H (-12.8871, -1.1896, -9.2667)
O (-16.8879, -10.2091, -14.7264)
C (-15.7927, -10.3086, -13.8623)
C (-15.4798, -8.9323, -13.5796)
O (-14.4120, -8.9750, -12.6887)
H (-17.5199, -9.5652, -14.4100)
H (-16.1778, -10.6993, -12.9179)
H (-14.9896, -10.9340, -14.3517)
H (-16.2472, -8.3692, -13.0384)
H (-15.4436, -8.3481, -14.5566)
H (-13.7753, -8.4729, -13.1733)
O (-20.7335, -5.4785, -14.3231)
C (-19.5331, -6.0763, -14.7264)
C (-19.6568, -7.5051, -15.0794)
O (-18.3990, -8.1452, -15.3516)
H (-20.6281, -4.5939, -13.9467)
H (-18.9741, -5.6074, -15.4620)
H (-18.8561, -5.9183, -13.8330)
H (-20.3440, -7.7382, -15.7699)
H (-20.0567, -7.9567, -14.1768)
H (-18.0652, -7.7250, -16.2000)
C (-18.1263, -7.0808, -18.4302)
C (-17.2205, -6.1788, -17.7585)
O (-16.3081, -6.9698, -16.9909)
H (-17.6342, -7.7202, -19.2054)
H (-18.9181, -6.5386, -18.9626)
H (-18.7603, -7.7021, -17.7568)
H (-17.7875, -5.4626, -17.1449)
H (-16.7678, -5.6078, -18.5089)
H (-16.2859, -7.8177, -17.2874)
C (-19.5276, -2.7471, -15.9475)
C (-19.0652, -2.7737, -17.2973)
O (-17.6207, -2.8173, -17.2028)
H (-18.9324, -3.4409, -15.3993)
H (-20.5403, -3.1014, -15.6633)
H (-19.3898, -1.6818, -15.5028)
H (-19.4425, -1.9240, -17.8666)
H (-19.4913, -3.5864, -17.9201)
H (-17.3079, -2.1374, -17.7137)
C (-21.3012, -6.9692, -11.6911)
C (-21.9699, -7.7356, -10.6704)
O (-21.2394, -8.9334, -10.5257)
H (-20.3883, -6.6095, -11.3937)
H (-22.1070, -6.2720, -11.7446)
H (-21.2771, -7.3012, -12.6876)
H (-23.0482, -7.6930, -10.7161)
H (-21.8110, -7.2519, -9.6527)
H (-20.3583, -8.6433, -10.2404)
C (-19.9468, -11.0238, -13.5946)
C (-19.5233, -12.3035, -13.1576)
O (-18.2066, -12.6002, -13.2557)
H (-19.3837, -10.2760, -13.0364)
H (-20.9547, -10.6905, -13.4504)
H (-19.6655, -11.0195, -14.6387)
H (-20.0340, -13.0804, -13.7613)
H (-19.8216, -12.6011, -12.1174)
H (-17.6539, -11.8153, -13.3671)

Output
E_HOMO, eV: -8.36
LUMO level, eV: 0.333
Total charge: 0
F_max, eV/A: 10.54


4.
DFT (wB97M-V/def2-TZVPD) results for C41H64CsFGeNO3P as an isolated structure.

Geometry (Å):
Cs (-0.0149, -0.6683, 0.2549)
C (3.4340, -3.1092, 0.2054)
C (2.5773, -3.7407, 1.3014)
C (2.6977, -5.2662, 1.2295)
C (3.0471, -3.2395, 2.6702)
O (1.2481, -3.3396, 1.0538)
Ge (-0.1914, -3.7782, 2.2018)
O (-1.4175, -3.2920, 0.8414)
C (-1.7778, -4.1162, -0.2452)
C (-0.8746, -3.8106, -1.4471)
C (-3.2276, -3.7794, -0.5935)
C (-1.6702, -5.6054, 0.0937)
O (-0.1898, -2.0250, 2.8910)
C (-1.0327, -1.5661, 3.9266)
C (-0.5681, -0.1500, 4.2641)
C (-0.9120, -2.4516, 5.1701)
C (-2.4890, -1.5342, 3.4554)
H (4.4800, -3.4151, 0.2912)
H (3.3877, -2.0192, 0.2657)
H (3.0589, -3.4158, -0.7736)
H (3.7266, -5.5962, 1.3949)
H (2.3725, -5.6112, 0.2450)
H (2.0578, -5.7278, 1.9836)
H (4.1090, -3.4524, 2.8227)
H (2.4805, -3.7175, 3.4725)
H (2.8829, -2.1627, 2.7388)
H (-1.0151, -2.7747, -1.7705)
H (-1.1062, -4.4598, -2.2962)
H (0.1696, -3.9441, -1.1603)
H (-3.3146, -2.7120, -0.8087)
H (-3.8749, -4.0104, 0.2547)
H (-3.5715, -4.3409, -1.4666)
H (-0.6329, -5.8870, 0.2889)
H (-2.0390, -6.2123, -0.7374)
H (-2.2564, -5.8348, 0.9857)
H (0.4668, -0.1715, 4.6121)
H (-1.1950, 0.2999, 5.0390)
H (-0.6134, 0.4889, 3.3778)
H (0.1347, -2.5117, 5.4768)
H (-1.2627, -3.4634, 4.9614)
H (-1.4988, -2.0429, 5.9969)
H (-2.5838, -0.8723, 2.5920)
H (-3.1512, -1.1641, 4.2436)
H (-2.8147, -2.5308, 3.1524)
C (-1.2325, 1.9489, -5.3906)
C (-1.5787, 1.0459, -4.2102)
C (-2.4427, 1.8213, -3.2110)
P (-0.1527, 0.3129, -3.2526)
C (0.4359, -1.1151, -4.3144)
C (1.7882, -1.5678, -3.7625)
C (0.4472, -1.0455, -5.8404)
C (1.1527, 1.5815, -3.3191)
C (1.8915, 1.8729, -4.4667)
C (2.9245, 2.7956, -4.5087)
C (3.6976, 3.0708, -5.7715)
C (3.2148, 3.4616, -3.3125)
C (2.5127, 3.2232, -2.1558)
C (1.4381, 2.2796, -2.0978)
N (0.7232, 2.0437, -0.9949)
C (1.0427, 2.6808, 0.1971)
C (0.2645, 3.7803, 0.6229)
C (-0.7432, 4.3618, -0.3274)
C (0.4255, 4.2983, 1.8994)
C (1.3478, 3.7651, 2.7974)
C (1.4422, 4.2784, 4.2106)
C (2.1508, 2.7261, 2.3532)
C (2.0344, 2.1926, 1.0710)
C (2.9971, 1.1196, 0.6253)
H (-2.1478, 2.3069, -5.8729)
H (-0.6291, 1.4459, -6.1453)
H (-0.6700, 2.8183, -5.0463)
H (-2.1486, 0.1786, -4.5674)
H (-1.8569, 2.6234, -2.7541)
H (-2.7975, 1.1762, -2.4053)
H (-3.3089, 2.2705, -3.7056)
H (-0.2978, -1.8865, -4.0473)
H (2.5492, -0.8022, -3.9219)
H (2.1171, -2.4922, -4.2459)
H (1.7261, -1.7624, -2.6881)
H (1.2122, -0.3702, -6.2232)
H (-0.5181, -0.7320, -6.2400)
H (0.6640, -2.0379, -6.2487)
H (1.6483, 1.3531, -5.3853)
H (3.3085, 2.4748, -6.5992)
H (4.7591, 2.8286, -5.6640)
H (3.6367, 4.1220, -6.0682)
H (4.0184, 4.1939, -3.2955)
H (2.7664, 3.7661, -1.2521)
H (-1.5177, 3.6317, -0.5746)
H (-0.2657, 4.6348, -1.2712)
H (-1.2189, 5.2461, 0.0999)
H (-0.1939, 5.1372, 2.2074)
H (1.2093, 5.3434, 4.2620)
H (2.4428, 4.1302, 4.6194)
H (0.7417, 3.7567, 4.8700)
H (2.8979, 2.3102, 3.0247)
H (3.1170, 0.3465, 1.3891)
H (3.9835, 1.5495, 0.4337)
H (2.6749, 0.6605, -0.3099)
F (-5.1779, 2.8802, 5.8592)
C (-4.5230, 2.5571, 4.7207)
C (-3.2411, 3.0446, 4.5244)
C (-2.5778, 2.7167, 3.3619)
C (-3.1809, 1.8971, 2.3766)
C (-2.4877, 1.5591, 1.2059)
C (-4.4909, 1.4252, 2.6305)
C (-5.1589, 1.7495, 3.7917)
H (-2.7835, 3.6647, 5.2839)
H (-1.5709, 3.0779, 3.1871)
H (-1.4838, 1.9285, 1.0388)
H (-2.9212, 0.9109, 0.4547)
H (-4.9651, 0.7827, 1.8985)
H (-6.1571, 1.3858, 3.9954)

Output
E_HOMO (spin up / spin down), eV: -3.78 / -3.78
<S²>: 0.790
LUMO level (spin up / spin down), eV: 2.037 / 1.490
Total charge: -1
F_max, eV/A: 0.13
Spin multiplicity: 2


Going through the records in order, we get E values of -535.03998; -304.80216; -1965.90786; -4419.58014 Eh.